# 1
Entry from OMol25: a molecular structure, C37H93N5O16Sr (ωB97M-V/def2-TZVPD).

Cartesian coordinates (Å):
Sr -3.2660 1.5057 -2.3157
C -0.5656 -0.8797 0.6878
C -1.3648 -0.4516 -0.3963
C -0.8809 -0.7285 -1.8836
O -1.5619 -0.2116 -2.7705
C 0.3860 -1.3854 -2.0472
C 1.0604 -1.8687 -0.9456
C 0.5804 -1.5921 0.4711
O 1.2813 -1.8073 1.5096
O 2.0678 -2.5913 -1.2170
O -2.3836 0.2717 -0.2641
H -0.8477 -0.6238 1.6975
H 0.6890 -1.6294 -3.0555
C -3.0521 -3.2603 1.2959
O -4.2029 -3.8391 0.6918
H -3.0548 -3.4107 2.3772
H -2.1195 -3.6155 0.8637
H -3.1279 -2.1792 1.1539
H -4.9734 -3.5263 1.1715
C -4.2653 0.7897 2.6158
O -2.9169 0.4358 2.5710
H -4.3470 1.7831 2.1584
H -4.8557 0.1368 1.9681
H -4.6481 0.8551 3.6326
H -2.7710 0.1232 1.6688
C 3.9088 0.4905 -1.2950
O 3.1866 0.1950 -2.5126
H 4.7504 -0.2017 -1.2690
H 4.2849 1.4997 -1.4618
H 3.2606 0.4045 -0.4230
H 2.7427 -0.6542 -2.4039
C -0.2826 0.1370 -5.6927
C -0.7665 -1.2777 -6.0574
O -1.8975 -1.6805 -5.3149
H -1.1061 0.8488 -5.7219
H 0.5243 0.4597 -6.3528
H 0.1734 0.2188 -4.7050
H 0.0071 -2.0475 -6.0734
H -1.1368 -1.2331 -7.0840
H -1.7725 -1.5032 -4.3729
C -1.5220 -4.2440 -2.5711
C -0.2585 -4.4939 -3.4379
O 0.9045 -4.6675 -2.6528
H -1.9753 -5.1998 -2.3056
H -2.2916 -3.8025 -3.2117
H -1.3452 -3.6230 -1.6954
H -0.1126 -3.7335 -4.2097
H -0.3837 -5.4134 -4.0123
H 1.2955 -3.8270 -2.3663
C -1.0345 4.8244 -3.9621
C -0.9641 3.3211 -4.1877
O -1.1011 2.6611 -2.9411
H -0.7370 5.3252 -4.8849
H -0.3461 5.1546 -3.1831
H -2.0226 5.1590 -3.6450
H 0.0189 3.0463 -4.5751
H -1.7055 3.0655 -4.9445
H -0.3763 2.8965 -2.3480
C 1.0048 2.1539 0.9418
C 1.4146 2.5474 -0.4553
O 0.5467 3.6213 -0.8328
H 1.7141 1.3703 1.2287
H 0.0163 1.7019 1.0105
H 1.1253 2.8768 1.7500
H 1.2295 1.7129 -1.1357
H 2.4506 2.8135 -0.6664
H 0.8821 4.4048 -0.3876
C 1.4279 -0.6102 5.5793
C 0.0738 -0.0071 5.1536
C 0.3011 1.3108 4.3839
O 0.8043 2.3265 5.2564
C 0.7328 3.6239 4.7004
N -0.6861 -0.9841 4.3545
H 2.1226 0.0627 6.0809
H 1.9244 -1.0559 4.7152
H 1.2371 -1.4284 6.2757
H -0.4705 0.2177 6.0721
H -0.5970 1.7493 3.9360
H 0.9289 1.0758 3.5178
H 1.3662 3.7024 3.8135
H 1.1330 4.3608 5.3981
H -0.2821 3.9792 4.5028
H -0.1438 -1.2796 3.5482
H -1.4800 -0.4890 3.9557
C 0.2797 -4.6440 3.7228
C 1.7023 -4.7898 3.2756
C 2.6675 -4.3526 4.3731
O 3.9260 -3.9962 3.8150
C 4.9082 -3.6371 4.8015
N 1.9237 -6.1976 2.9214
H 0.0948 -5.1609 4.6668
H -0.4635 -4.9493 2.9862
H 0.0470 -3.5876 3.8751
H 1.9212 -4.2298 2.3654
H 2.7315 -5.1395 5.1312
H 2.2001 -3.5099 4.8940
H 5.1994 -4.4843 5.4252
H 4.4782 -2.8532 5.4299
H 5.7828 -3.2161 4.3088
H 2.8849 -6.2382 2.6040
H 1.8167 -6.8046 3.7241
C -2.3769 4.4154 1.6203
C -3.0176 4.3010 0.2251
C -2.7755 5.5627 -0.6418
O -3.2885 6.6974 0.0252
C -2.8837 7.8936 -0.6013
N -2.4168 3.1363 -0.4139
H -2.5707 3.5885 2.3041
H -2.6714 5.3340 2.1306
H -1.2918 4.4756 1.5046
H -4.0882 4.1491 0.3805
H -3.2229 5.5301 -1.6403
H -1.7018 5.5522 -0.8630
H -3.3727 8.7738 -0.1892
H -3.1273 7.8217 -1.6657
H -1.8012 8.0280 -0.5338
H -1.4362 3.3997 -0.3880
H -2.5121 2.3826 0.2556
C -5.4470 -0.0382 -6.2213
C -4.9459 0.3673 -4.8291
C -5.0769 -0.8547 -3.8438
O -4.8614 -0.4345 -2.5100
C -4.7711 -1.4420 -1.4696
N -3.5488 0.8242 -4.8185
H -6.5031 -0.3101 -6.2081
H -4.8741 -0.8805 -6.6109
H -5.3761 0.7894 -6.9285
H -5.5575 1.1931 -4.4552
H -4.2507 -1.5232 -4.1026
H -6.0131 -1.4093 -3.9235
H -5.6887 -2.0270 -1.5334
H -4.7552 -0.9150 -0.5168
H -3.8674 -2.0503 -1.4967
H -3.5349 1.6389 -5.4226
H -2.9984 0.0966 -5.2670
C 8.7544 -0.8547 1.3532
C 7.2875 -1.3097 1.3763
C 6.3260 -0.2254 1.9112
O 5.0855 -0.8090 2.1758
C 4.2288 0.1108 2.7832
N 6.8915 -1.7256 0.0001
H 9.4770 -1.6373 1.1130
H 9.1339 -0.4638 2.3000
H 8.9181 -0.1004 0.5798
H 7.2723 -2.1353 2.0898
H 6.2762 0.5726 1.1625
H 6.7621 0.1833 2.8284
H 3.2472 -0.3344 2.9520
H 4.0267 1.0632 2.2845
H 4.5815 0.3263 3.7978
H 6.9799 -0.8709 -0.5419
H 7.7210 -2.2287 -0.2990

Values from the calculation:
LUMO energy, eV: -1.095

Here are the Mulliken charges for atoms 1 to 4, given in e: Sr 1.12; C 0.31; C 1.35; C -0.88

=====

# 2
Entry from OMol25: 9 unconnected molecules or ions with the total composition C38H103N9O8 (ωB97M-V/def2-TZVPD).

Cartesian coordinates (Å):
C 12.7414 16.3019 17.3799
O 11.6839 17.2469 17.1232
C 11.6894 18.3805 17.9684
C 10.7667 18.1386 19.1731
C 9.3458 17.7174 18.7446
N 10.8169 19.2098 20.1421
H 12.4760 15.3830 16.8780
H 12.9030 15.9611 18.4108
H 13.7283 16.6155 16.9935
H 12.7057 18.5634 18.3235
H 11.3653 19.2699 17.4011
H 11.1642 17.2738 19.7129
H 8.7407 17.6036 19.6456
H 9.3854 16.7140 18.2926
H 8.9483 18.4220 18.0294
H 10.2988 20.0176 19.8379
H 10.3139 18.9532 20.9864
C 9.6961 9.5855 16.5396
O 9.8279 9.6830 15.1495
C 8.6488 9.4841 14.4672
C 8.8579 9.7568 12.9381
C 7.5235 9.5647 12.2094
N 9.8560 8.8785 12.4026
H 9.0492 10.3924 16.8776
H 10.7310 9.6290 16.9393
H 9.3922 8.6144 16.9204
H 8.2593 8.5010 14.6002
H 7.8428 10.0801 14.8941
H 9.0669 10.8322 12.8548
H 7.5617 9.8685 11.1670
H 6.7541 10.1755 12.7314
H 7.2397 8.4984 12.2590
H 10.6124 8.7113 13.0825
H 9.4961 8.0415 12.0114
C 12.0170 21.4783 15.3824
O 11.9473 20.1329 15.0142
C 12.1276 19.8798 13.6013
C 12.1849 18.4286 13.3112
C 12.3290 18.0116 11.8771
N 10.9858 17.7475 13.8468
H 11.9186 21.4962 16.4606
H 11.1334 21.9858 14.9405
H 12.9331 22.0241 15.1591
H 11.2697 20.2904 13.0160
H 13.0488 20.3738 13.2496
H 13.1474 18.1755 13.7937
H 12.3794 16.9168 11.8395
H 13.2661 18.3928 11.4558
H 11.3980 18.3943 11.4361
H 10.9378 18.0821 14.8222
H 11.0767 16.7290 13.8559
C 13.7128 8.6940 9.4398
O 12.7830 9.5714 8.7743
C 12.6762 10.8455 9.5222
C 11.5639 11.6438 8.8596
C 11.3486 13.0438 9.3761
N 10.2911 10.9008 8.8956
H 14.7039 9.1515 9.5100
H 13.8393 7.7400 8.9284
H 13.4072 8.4239 10.4511
H 12.4742 10.6153 10.6077
H 13.6141 11.3931 9.4266
H 11.8216 11.6916 7.7987
H 10.5966 13.5517 8.7771
H 12.2774 13.6170 9.3234
H 11.0135 12.9624 10.4061
H 9.9088 10.8740 9.8392
H 10.5838 9.9481 8.6654
C 12.8803 13.7170 13.3518
O 13.2757 12.4031 13.1289
C 13.5589 11.7721 14.3643
C 14.1757 10.3807 14.1862
C 15.3269 10.4345 13.2011
N 13.2878 9.3291 13.8103
H 11.9262 13.7570 13.9264
H 12.5690 14.2378 12.4469
H 13.6024 14.3156 13.8990
H 14.3046 12.4245 14.8858
H 12.6128 11.7057 14.9270
H 14.5373 10.0948 15.1713
H 14.9461 10.7489 12.2265
H 15.6994 9.4045 13.1093
H 16.1367 11.1000 13.5099
H 12.6796 9.5848 13.0377
H 12.7197 9.0108 14.5580
C 14.6719 12.8929 22.9630
O 13.8278 13.1017 21.8472
C 13.9349 12.0611 20.8793
C 13.3483 12.6760 19.6190
C 13.3128 11.7629 18.4127
N 14.1365 13.8840 19.2188
H 14.6286 13.7480 23.6110
H 15.7273 12.7814 22.6575
H 14.2929 11.9690 23.4512
H 15.0224 11.8576 20.6706
H 13.3742 11.1191 21.1054
H 12.3539 12.9847 19.9647
H 13.0816 10.7649 18.7729
H 14.3341 11.6794 17.9779
H 12.6030 12.1554 17.6556
H 14.0465 14.5452 19.9866
H 15.1009 13.6558 18.9852
C 18.0913 12.3085 19.6735
O 17.3713 13.0675 18.7114
C 18.0896 14.0273 17.9425
C 17.0978 14.7066 16.9867
C 16.3453 13.8392 16.0162
N 17.8743 15.6690 16.2443
H 18.4454 12.9560 20.4862
H 18.9573 11.8512 19.2400
H 17.4660 11.5170 20.1209
H 18.4431 14.8176 18.6480
H 18.9513 13.5915 17.3865
H 16.3493 15.2226 17.5936
H 17.1169 13.2528 15.5310
H 15.8355 14.4682 15.2958
H 15.6490 13.1800 16.5268
H 18.5794 15.1767 15.6643
H 17.2796 16.0699 15.5252
C 16.1233 8.5873 17.0661
O 17.5674 8.6482 16.9352
C 18.0509 9.2250 15.7545
C 19.5886 9.1055 15.7131
C 20.2725 9.9149 16.8153
N 19.9687 9.6436 14.4019
H 15.8530 8.1582 18.0276
H 15.7416 7.9226 16.2589
H 15.5863 9.5345 17.0767
H 17.6158 8.6686 14.9458
H 17.6946 10.2685 15.7125
H 19.7424 8.0071 15.8075
H 21.3716 9.8141 16.7040
H 19.8695 9.5592 17.8066
H 19.9012 10.9499 16.6446
H 20.9702 9.5147 14.2079
H 19.4419 9.1839 13.6880
C 17.3624 14.1881 8.6388
C 17.5037 15.1015 9.8424
N 16.2322 15.4184 10.5728
C 15.7022 14.3300 11.3664
C 16.4633 14.1028 12.6672
C 15.1849 15.8806 9.7012
C 15.4874 17.2400 9.1239
H 16.7493 14.6565 7.8856
H 17.0236 13.1832 8.8648
H 18.3621 14.0580 8.2428
H 18.1052 14.6238 10.6157
H 17.9648 16.0325 9.5168
H 14.6944 14.6469 11.6283
H 15.6643 13.4069 10.7833
H 16.5615 15.0602 13.2153
H 15.9556 13.3330 13.2276
H 17.4975 13.7235 12.5868
H 14.2493 15.9011 10.2162
H 15.0109 15.1947 8.8503
H 16.3641 17.1768 8.5051
H 15.6634 17.9388 9.9668
H 14.6532 17.6366 8.5333

Values from the calculation:
SMILES: COC[C@H](C)N.COC[C@H](C)N.COC[C@H](C)N.COC[C@H](C)N.COC[C@H](C)N.COC[C@H](C)N.COC[C@H](C)N.COC[C@H](C)N.CCN(CC)CC
LUMO energy, eV: 0.497

Here are the Mulliken charges for atoms 1 to 4, given in e: C -0.82; O -0.36; C -0.32; C 0.56

=====

# 3
Entry from OMol25: a molecular structure, C38H104LiN9O10 (ωB97M-V/def2-TZVPD).

Cartesian coordinates (Å):
Li 3.1317 2.4349 1.8180
C 0.1421 -0.2144 0.2856
C 0.1965 1.3212 0.3875
O 1.3357 1.9222 0.9112
H 0.8227 -0.6723 -0.4322
H -0.8495 -0.6125 0.0705
H 0.3210 -0.7264 1.2311
H -0.7084 1.5612 0.9457
H 0.0055 1.6581 -0.6314
C 4.5515 -4.0657 2.0397
C 2.9928 -4.3091 2.0065
C 2.2832 -3.8675 0.7448
O 0.9544 -4.2048 1.0204
C 0.0292 -3.7974 -0.0272
N 2.8879 -5.8168 2.1238
H 5.0823 -4.6188 1.2648
H 4.9929 -4.3661 2.9900
H 4.7144 -2.9913 1.9543
H 2.4750 -3.7966 2.8173
H 2.7414 -4.3207 -0.1343
H 2.2432 -2.7809 0.6679
H 0.1702 -2.7721 -0.3691
H -0.9725 -3.8253 0.4017
H 0.0315 -4.4950 -0.8647
H 3.2565 -6.1010 3.0201
H 1.8838 -5.9256 2.1351
C -4.8152 6.7994 1.9155
C -3.9422 6.7692 0.7327
C -3.8827 5.3049 0.2051
O -3.0696 5.1972 -0.9454
C -2.6089 3.8906 -1.2940
N -4.4242 7.7062 -0.3149
H -4.4837 7.7352 2.3655
H -4.6329 6.0591 2.6944
H -5.8791 6.8659 1.6879
H -2.9356 7.0103 1.0741
H -4.8281 5.0027 -0.2454
H -3.5732 4.5738 0.9520
H -3.3849 3.1421 -1.4540
H -1.9276 3.4910 -0.5429
H -2.0840 3.9622 -2.2466
H -5.3634 7.3838 -0.4998
H -3.8586 7.3474 -1.0708
C -0.3225 2.7329 4.2713
C -0.4991 1.2429 4.5931
C -1.9056 0.6221 4.2230
O -2.8771 1.0264 5.1785
C -3.9429 0.1107 5.3519
N 0.5336 0.5810 3.8643
H 0.6482 3.0904 4.6148
H -1.1302 3.2658 4.7731
H -0.4622 2.9243 3.2073
H -0.3076 1.0810 5.6538
H -1.7914 -0.4609 4.1779
H -2.1772 0.9179 3.2097
H -4.4614 0.0640 4.3942
H -4.6549 0.5832 6.0286
H -3.6594 -0.9171 5.5789
H 0.4358 0.8211 2.8881
H 0.3255 -0.4074 3.8652
C 2.2714 2.1556 -3.2527
C 2.4505 3.5773 -2.6998
C 1.2870 4.4951 -3.0096
O 1.0630 4.7053 -4.4444
C 2.0301 5.4094 -5.2014
N 2.7838 3.5397 -1.3240
H 2.0624 2.0506 -4.3173
H 1.4217 1.7409 -2.7103
H 3.1238 1.5323 -2.9827
H 3.2853 4.0953 -3.1720
H 1.2734 5.4474 -2.4794
H 0.3667 4.0501 -2.6314
H 2.0391 6.4013 -4.7496
H 1.6956 5.5626 -6.2274
H 2.9991 4.9115 -5.1646
H 2.7314 4.4409 -0.8709
H 2.0574 3.0776 -0.7959
C -2.3640 -2.6631 -6.8287
C -1.4061 -1.5650 -6.5023
C -0.7714 -1.8603 -5.1374
O -1.7330 -2.0285 -4.1033
C -1.1909 -2.3393 -2.8364
N -0.5286 -1.3955 -7.6045
H -3.2399 -2.6921 -6.1806
H -1.8805 -3.6269 -6.6695
H -2.7628 -2.6160 -7.8420
H -2.0166 -0.6685 -6.3944
H -0.0248 -1.1111 -4.8736
H -0.1552 -2.7564 -5.2112
H -0.8736 -3.3815 -2.8017
H -2.0031 -2.3603 -2.1098
H -0.5521 -1.5705 -2.4016
H -0.0853 -0.5056 -7.4265
H -1.0522 -1.2993 -8.4629
C -6.0962 1.6975 0.9817
C -5.6552 0.7182 -0.1352
C -5.7533 -0.7807 0.3324
O -5.0319 -1.1226 1.5007
C -3.6287 -1.1167 1.4596
N -6.4938 0.9472 -1.2950
H -6.0617 2.7385 0.6604
H -5.4192 1.6778 1.8357
H -7.0780 1.4319 1.3738
H -4.6486 0.8893 -0.5170
H -5.5629 -1.4920 -0.4713
H -6.7848 -1.0275 0.5839
H -3.3993 -0.0832 1.2002
H -3.2717 -1.7652 0.6596
H -3.3335 -1.3864 2.4736
H -6.5217 0.0721 -1.7985
H -7.4370 1.1191 -0.9774
C -2.2321 -4.4370 3.4957
C -1.1731 -3.7464 4.2888
C 0.1095 -4.5985 4.4391
O 1.0924 -3.7735 5.1375
C 2.2136 -4.5256 5.5886
N -0.7326 -2.5659 3.5505
H -2.6239 -5.2756 4.0713
H -1.8454 -4.9557 2.6185
H -3.0905 -3.8386 3.1905
H -1.5160 -3.5091 5.2958
H 0.4802 -4.8958 3.4582
H -0.1794 -5.3865 5.1346
H 2.0513 -5.3638 6.2662
H 2.9317 -3.9522 6.1749
H 2.7428 -4.9425 4.7317
H 0.1612 -2.4620 4.0092
H -0.4443 -2.7513 2.6004
C 3.8806 -0.0102 4.9835
C 4.2822 0.8711 3.7885
C 4.2330 0.0963 2.3948
O 4.3578 0.9764 1.2784
C 4.3858 0.2772 -0.0236
N 3.2993 1.8826 3.8708
H 4.7316 -0.5844 5.3498
H 3.1065 -0.7391 4.7435
H 3.4933 0.6099 5.7919
H 5.2859 1.2650 3.9483
H 3.2824 -0.4340 2.3377
H 5.0110 -0.6667 2.4202
H 5.2065 -0.4390 -0.0652
H 4.6183 0.9553 -0.8448
H 3.4379 -0.2471 -0.1456
H 3.4942 2.3760 4.7303
H 2.3456 1.5538 3.9198
C 4.9685 -0.5197 -6.8473
C 4.0883 -1.5146 -6.0051
C 3.5642 -0.9987 -4.6448
O 2.9018 -2.0876 -3.9469
C 2.5140 -1.8205 -2.6227
N 2.9826 -2.1662 -6.6673
H 5.2462 -1.0310 -7.7690
H 5.8298 -0.3015 -6.2159
H 4.4419 0.4123 -7.0528
H 4.8211 -2.3101 -5.8703
H 2.8147 -0.2197 -4.7840
H 4.3706 -0.5967 -4.0314
H 1.6926 -1.1080 -2.5477
H 3.3387 -1.4102 -2.0400
H 2.2408 -2.7385 -2.1024
H 2.5449 -1.4209 -7.1898
H 2.3451 -2.3383 -5.9031

Values from the calculation:
ΔE to the lowest compared entry with this formula, charge and spin, kJ/mol: 269.4
LUMO energy, eV: 0.135

Here are the Mulliken charges for atoms 1 to 4, given in e: Li 0.75; C 1.25; C -0.02; O -0.78

=====

no.,E (eV),HOMO level (eV)
1,-80920.78712,-7.2
2,-70861.82074,-8.3
3,-75177.08819,-7.7